{"formula": "C6H10N2O", "method": "wB97M-V/def2-TZVPD", "symbols": ["C", "C", "C", "C", "C", "C", "N", "N", "O", "H", "H", "H", "H", "H", "H", "H", "H", "H", "H"], "positions_angstrom": [[-1.58393, -1.36229, 0.54927], [1.84445, -1.35409, -0.86568], [-1.58616, 1.70618, 0.13372], [0.93456, 1.16468, -0.05065], [1.31424, -0.73621, 0.39845], [-0.46537, 0.74449, -0.05929], [-0.47100, -0.53015, 0.18184], [1.26229, 2.32362, -0.44957], [1.70020, -1.01273, 1.50576], [2.25014, 2.51378, -0.26630], [-1.80741, -2.04458, -0.27474], [-1.28538, -1.96255, 1.41066], [-2.48055, -0.77633, 0.74876], [1.14105, -1.17404, -1.67668], [2.80635, -0.92259, -1.13587], [1.97373, -2.43307, -0.74719], [-2.51621, 1.31426, -0.27598], [-1.75442, 1.89490, 1.19632], [-1.27657, 2.64670, -0.32284]], "atomic_forces_ev_per_a": [[0.0, -0.1, -0.4], [-0.4, -0.3, -0.4], [-0.2, -0.2, -0.7], [0.7, -1.5, -0.8], [1.4, 1.9, 0.0], [-1.1, -1.2, 1.8], [0.2, 1.7, -0.3], [0.1, -0.2, 0.9], [-0.7, -0.2, -0.1], [0.0, -0.2, -0.4], [0.0, 0.0, 0.1], [-0.1, 0.1, 0.0], [0.0, 0.0, 0.2], [0.1, 0.0, -0.1], [0.0, 0.1, 0.2], [0.0, 0.0, 0.1], [-0.1, 0.3, -0.1], [0.2, -0.1, 0.0], [-0.3, 0.0, -0.1]], "nbo_charge": [-0.43, -0.71, -0.70, 0.11, 0.62, 0.31, -0.34, -0.63, -0.64, 0.35, 0.22, 0.23, 0.20, 0.21, 0.24, 0.22, 0.23, 0.25, 0.26], "homo_energy_ev": -7.671, "homo_lumo_gap_ev": 7.694, "lumo_ev": 0.02, "total_charge": 0, "total_energy_ev": -11408.7329, "spin_multiplicity": 1, "e_above_lowest_kcal_mol": 77.4}